ORCA calculation (ωB97M-V with the def2-TZVPD basis set) on a molecular structure, C48H65F2IrNO2P2Si in a non-equilibrium geometry.

Cartesian coordinates (Å):
Ir -0.2460 -0.6887 0.2583
C -1.7618 0.9512 -2.7758
Si -0.8076 1.2233 -1.1880
C 0.6776 2.2325 -1.7765
C 0.4290 3.5697 -2.1084
C 1.4214 4.3802 -2.6390
C 2.6877 3.8527 -2.8612
C 2.9426 2.5271 -2.5521
C 1.9463 1.7126 -2.0000
P 2.2336 -0.0334 -1.6016
C 2.4763 -1.0288 -3.1589
C 1.1287 -1.5531 -3.6981
C 0.4112 -0.5650 -4.6177
C 1.2995 -0.2228 -5.8102
C 2.5821 0.4304 -5.3072
C 3.3350 -0.4758 -4.3225
C 3.8670 -0.0886 -0.6902
C 5.1618 0.4036 -1.3563
C 6.3152 0.3849 -0.3411
C 6.5454 -1.0118 0.2300
C 5.2568 -1.5595 0.8421
C 4.1317 -1.5266 -0.2012
C -1.8598 2.3244 -0.0553
C -2.8264 3.1101 -0.6949
C -3.6349 3.9911 0.0110
C -3.4996 4.0882 1.3862
C -2.5691 3.2964 2.0462
C -1.7503 2.4056 1.3471
P -0.5262 1.3558 2.2034
C -1.1625 0.8227 3.8722
C -2.0584 1.7471 4.7304
C -2.0509 1.3016 6.2071
C -1.9450 -0.2163 6.3344
C -0.6036 -0.7226 5.7585
C -0.0170 0.2666 4.7370
C 0.9491 2.4232 2.5642
C 1.4621 3.1234 1.2940
C 2.2655 4.3952 1.6199
C 3.0385 4.2098 2.9215
C 2.0500 4.0910 4.0962
C 0.7042 3.4644 3.6661
H -1.7538 1.8731 -3.3685
H -2.7998 0.6570 -2.5878
H -1.2927 0.1659 -3.3790
H -0.5619 3.9916 -1.9440
H 1.2073 5.4135 -2.8852
H 3.4722 4.4676 -3.2883
H 3.9271 2.1316 -2.7539
H 3.0162 -1.8854 -2.7360
H 0.4666 -1.8355 -2.8710
H 1.3337 -2.4629 -4.2742
H 0.1713 0.3540 -4.0701
H -0.5283 -1.0081 -4.9560
H 0.7782 0.4501 -6.4929
H 1.5358 -1.1375 -6.3651
H 2.3180 1.3742 -4.8380
H 3.2499 0.6608 -6.1390
H 4.2269 0.0282 -3.9567
H 3.6799 -1.3543 -4.8803
H 3.6759 0.5810 0.1649
H 5.0604 1.4150 -1.7400
H 5.4176 -0.2609 -2.1855
H 6.0930 1.0862 0.4724
H 7.2242 0.7397 -0.8306
H 7.3442 -0.9879 0.9731
H 6.8691 -1.6845 -0.5715
H 4.9953 -0.9523 1.7215
H 5.4087 -2.5842 1.1908
H 3.2253 -1.9982 0.1718
H 4.4634 -2.1268 -1.0563
H -2.9465 3.0428 -1.7732
H -4.3594 4.6031 -0.5147
H -4.1222 4.7722 1.9514
H -2.4863 3.3913 3.1180
H -1.7778 -0.0303 3.6006
H -3.0830 1.7002 4.3514
H -1.7396 2.7847 4.6881
H -2.9661 1.6540 6.6853
H -1.2218 1.7724 6.7418
H -2.7865 -0.6726 5.7940
H -2.0480 -0.5149 7.3778
H -0.7575 -1.6938 5.2714
H 0.1202 -0.8798 6.5608
H 0.7324 -0.2322 4.1321
H 0.4824 1.0882 5.2570
H 1.7043 1.7153 2.9258
H 0.6273 3.3948 0.6518
H 2.0909 2.4338 0.7294
H 1.5873 5.2494 1.7264
H 2.9337 4.6233 0.7877
H 3.7251 5.0396 3.0891
H 3.6523 3.3031 2.8462
H 1.8486 5.0801 4.5136
H 2.4933 3.4907 4.8941
H 0.0267 4.2318 3.2788
H 0.2373 3.0227 4.5443
F 2.3025 -5.2758 -1.2288
C 1.4501 -4.7668 -0.4241
C 1.1537 -3.3985 -0.5414
C 0.2826 -2.8117 0.3316
C -0.3753 -3.6689 1.3140
C -0.0184 -5.0671 1.3783
F -0.6034 -5.8660 2.2463
C 0.8814 -5.6195 0.5461
C -1.4472 -3.1023 2.0904
C -2.0985 -3.7446 3.1656
C -3.2108 -3.1445 3.7353
C -3.6579 -1.9393 3.2248
C -2.9256 -1.3316 2.1906
N -1.8527 -1.8790 1.6611
H 1.6459 -2.8335 -1.3201
H 1.1297 -6.6722 0.6076
H -1.7516 -4.6954 3.5423
H -3.7262 -3.6254 4.5570
H -4.5478 -1.4604 3.6187
H -3.2301 -0.3779 1.7697
O -2.2181 -1.6818 -1.3485
H -3.0049 -2.0369 -0.9139
H -1.9581 -2.3304 -2.0184
O 1.5777 -0.8300 2.1559
H 1.5510 -1.7482 2.4533
H 2.5005 -0.6581 1.9189

Computed properties:
* 2S+1: 6
* charge: +2
* Kohn-Sham gap (alpha / beta): 5.3 / 4.2 eV
* lowest unoccupied orbital energy (alpha / beta): -6.06 / -9.20 eV
* ⟨S²⟩: 8.7947
* HOMO energy (alpha / beta): -11.40 / -13.44 eV

ORCA calculation (ωB97M-V with the def2-TZVPD basis set) on a molecular structure, C48H66CsN3O6PSSi in a non-equilibrium geometry.

Cartesian coordinates (Å):
Cs 2.5518 -0.9799 -0.2406
O 0.5201 -1.0713 4.3489
C -0.8083 -0.9614 3.8953
C -1.3186 -2.2317 3.2155
C -0.4871 -2.5683 1.9757
C -1.1436 -3.5446 1.0479
C -1.2742 -4.8891 1.3841
C -1.8373 -5.7582 0.4684
C -2.2564 -5.2605 -0.7546
C -2.1002 -3.9065 -0.9842
N -1.5742 -3.0638 -0.1111
H 0.6140 -1.9224 4.7893
H -0.8038 -0.1264 3.1905
H -1.4735 -0.7023 4.7373
H -2.3625 -2.0820 2.9384
H -1.2745 -3.0664 3.9218
H 0.4629 -2.9947 2.2924
H -0.2843 -1.6571 1.4109
H -0.9001 -5.2675 2.3201
H -1.9160 -6.8070 0.7010
H -2.6641 -5.9047 -1.5188
H -2.4038 -3.4670 -1.9281
C 5.0898 -2.7599 -1.0249
Si 6.0649 -1.1590 -0.6910
C 7.0755 -1.5318 0.9094
C 7.3755 -1.0713 -2.0985
N 4.9631 0.1262 -0.6038
C 5.2953 1.4236 -0.5325
C 6.6087 1.9077 -0.3434
C 6.9238 3.2452 -0.3127
C 5.9347 4.2031 -0.4639
C 4.6279 3.7766 -0.6287
C 4.3061 2.4331 -0.6508
O 2.9613 2.0617 -0.8595
C 2.0959 2.8908 -0.1989
C 1.2252 3.7029 -0.9196
C 0.4024 4.5994 -0.2619
C 0.4172 4.6797 1.1189
C 1.2737 3.8637 1.8423
C 2.1142 2.9834 1.1904
H 5.5489 -3.2988 -1.8479
H 4.0498 -2.5893 -1.2817
H 5.1163 -3.4057 -0.1523
H 7.5527 -2.5068 0.8623
H 6.4253 -1.5303 1.7818
H 7.8532 -0.7936 1.0825
H 8.0408 -1.9286 -2.1029
H 7.9872 -0.1815 -2.0116
H 6.8884 -1.0266 -3.0674
H 7.3842 1.1717 -0.2135
H 7.9534 3.5523 -0.1761
H 6.1685 5.2580 -0.4551
H 3.8402 4.5095 -0.7477
H 1.2370 3.6495 -1.9976
H -0.2296 5.2646 -0.8353
H -0.2150 5.3923 1.6308
H 1.3004 3.9291 2.9205
H 2.8215 2.3775 1.7401
O 0.8121 -6.6616 2.6751
S 1.9522 -6.3378 1.8388
O 2.7237 -7.4777 1.4138
N 1.5360 -5.3668 0.6122
C 1.9900 -4.1480 0.7685
O 1.7952 -3.2019 -0.0073
C 2.7910 -3.9594 2.0491
C 3.3252 -2.7876 2.5599
C 4.0181 -2.8398 3.7605
C 4.1886 -4.0434 4.4311
C 3.6488 -5.2195 3.9249
C 2.9463 -5.1432 2.7451
H 3.1956 -1.8552 2.0289
H 4.4346 -1.9375 4.1886
H 4.7462 -4.0691 5.3557
H 3.7721 -6.1635 4.4352
O -1.5756 1.3009 -0.0471
P -2.7699 1.2274 -0.9010
C -2.3012 1.0640 -2.7028
C -0.9550 1.7431 -2.9383
C -0.4402 1.4066 -4.3365
C -1.4877 1.7060 -5.4288
C -2.7443 2.3527 -4.8526
C -3.3467 1.4751 -3.7539
C -3.8555 2.7414 -0.6580
C -4.0104 2.9896 0.8502
C -4.0553 4.4864 1.1855
C -4.8443 5.2183 0.1063
C -4.0292 5.2062 -1.1904
C -3.1597 3.9437 -1.2923
C -3.7187 -0.3424 -0.5894
C -5.0850 -0.5026 -1.2668
C -6.2172 -0.3636 -0.2517
C -6.1360 -1.4657 0.8142
C -4.6795 -1.8159 1.1483
C -3.7962 -0.5985 0.9117
H -2.1098 -0.0147 -2.7879
H -0.2487 1.3829 -2.1880
H -1.0378 2.8222 -2.8121
H -0.1847 0.3446 -4.3606
H 0.4771 1.9692 -4.5210
H -1.7827 0.7793 -5.9256
H -1.0650 2.3635 -6.1907
H -3.4859 2.4929 -5.6447
H -2.5027 3.3424 -4.4617
H -3.7578 0.5791 -4.2236
H -4.1788 2.0096 -3.2949
H -4.8336 2.5937 -1.1259
H -3.1674 2.5269 1.3705
H -4.9323 2.5221 1.2069
H -3.0452 4.8978 1.2310
H -4.5115 4.6271 2.1675
H -5.0668 6.2452 0.4041
H -5.7965 4.7029 -0.0419
H -3.3807 6.0848 -1.2222
H -4.7063 5.2601 -2.0468
H -2.2112 4.0832 -0.7704
H -2.9347 3.7573 -2.3416
H -3.0193 -1.0947 -0.9768
H -5.1586 -1.4918 -1.7240
H -5.2120 0.2290 -2.0655
H -7.1847 -0.4086 -0.7608
H -6.1493 0.6172 0.2245
H -6.6630 -2.3573 0.4658
H -6.6420 -1.1181 1.7195
H -4.3199 -2.6305 0.5169
H -4.6139 -2.1540 2.1839
H -2.7835 -0.7670 1.2663
H -4.2047 0.2595 1.4447

Computed properties:
* charge: -1
* Kohn-Sham gap: 6.0 eV
* lowest unoccupied orbital energy: 1.93 eV
* HOMO energy: -4.08 eV

ORCA calculation (ωB97M-V with the def2-TZVPD basis set) on a molecular structure, C48H67KO10S2 in a non-equilibrium geometry.

Cartesian coordinates (Å):
K 2.4724 1.6823 -0.5145
C 1.7393 1.6733 -3.8976
O 0.9945 1.0603 -2.8526
C -0.1232 0.3668 -3.2564
C -0.0692 -1.0211 -3.4836
C 1.1614 -1.8693 -3.1634
C 0.9564 -2.3723 -1.6836
C 0.0754 -3.4227 -1.4444
C -0.2573 -3.8600 -0.1818
C 0.3912 -3.2376 0.9148
C 1.3594 -2.2655 0.7720
C 2.0651 -1.6304 1.9118
C 1.6434 -0.2640 2.4461
C 2.1610 0.0647 3.6912
C 1.9096 1.2831 4.2930
C 1.0117 2.1184 3.6832
C 0.4485 1.8856 2.4498
C -0.3836 3.0542 1.8596
C -1.3860 2.7944 0.7792
C -2.6510 2.3169 1.1506
C -3.5789 1.9741 0.1580
C -3.1917 2.1941 -1.1457
C -1.9427 2.6223 -1.5646
C -1.6376 2.4666 -3.0116
C -1.3731 1.0490 -3.3870
C -2.4939 0.3112 -3.6784
C -2.4598 -1.0305 -4.0028
C -1.2213 -1.6084 -4.0125
C -3.6867 -1.9012 -4.6018
C -3.6048 -3.3310 -4.0569
C -5.0281 -1.2241 -4.2093
C -3.6005 -1.9306 -6.1703
C -0.9623 3.0068 -0.5528
O 0.1314 3.6388 -0.8469
C -4.8322 1.1043 0.5107
C -6.0468 1.5589 -0.2535
C -4.4231 -0.3677 0.2729
C -5.2117 1.2041 2.0226
C 0.7852 0.6352 1.8685
O 0.2657 0.3331 0.5855
C -0.9646 -0.4123 0.4916
C 2.5226 1.7236 5.6198
C 1.4054 2.0633 6.5853
C 3.3907 2.9748 5.3798
C 3.3935 0.7310 6.3501
C 1.6240 -1.7480 -0.5747
O 2.4819 -0.8031 -0.6984
C -1.4267 -4.8420 -0.0095
C -0.8619 -6.0538 0.7521
C -2.6114 -4.2190 0.8072
C -2.0194 -5.3733 -1.3320
H 2.1442 0.8848 -4.5365
H 2.5516 2.3385 -3.4778
H 1.0764 2.2774 -4.5780
H 2.1024 -1.3050 -3.1208
H 1.1061 -2.7256 -3.8542
H -0.2783 -3.9429 -2.3209
H 0.0969 -3.5476 1.9200
H 3.1083 -1.5787 1.6973
H 1.8974 -2.2541 2.7898
H 2.9190 -0.5727 4.0797
H 0.7339 3.0664 4.1746
H 0.2904 3.8418 1.4471
H -0.8728 3.5712 2.7354
H -2.8506 2.1086 2.1678
H -3.8649 1.8558 -1.9151
H -0.7586 3.0806 -3.2803
H -2.4851 2.8259 -3.5909
H -3.3929 0.7870 -3.6491
H -1.1194 -2.6688 -4.2651
H -3.7192 -3.3956 -2.9580
H -2.6007 -3.7375 -4.1650
H -4.3342 -3.9266 -4.6502
H -5.1163 -1.2453 -3.1575
H -5.8064 -1.8380 -4.6963
H -5.0791 -0.2602 -4.6253
H -2.6436 -2.3824 -6.5637
H -3.6533 -0.9476 -6.6467
H -4.3714 -2.6288 -6.6092
H -5.9319 1.7485 -1.3463
H -6.4618 2.4441 0.1706
H -6.8571 0.7908 -0.1227
H -4.2583 -0.6544 -0.7832
H -5.2095 -0.9571 0.6985
H -3.4988 -0.6527 0.8461
H -5.5126 2.2013 2.3017
H -4.3962 0.7797 2.6556
H -6.0476 0.5492 2.2828
H -0.8899 -1.0721 -0.3331
H -1.8083 0.2671 0.3334
H -1.2241 -1.0401 1.3184
H 0.6265 2.6333 6.1705
H 1.7890 2.5368 7.4808
H 0.9950 1.1088 6.9560
H 2.8228 3.8344 4.9288
H 4.1856 2.6285 4.7350
H 3.8427 3.4529 6.2746
H 2.8231 -0.1759 6.4904
H 3.6161 1.1764 7.3070
H 4.3325 0.5295 5.7675
H -0.3674 -5.8001 1.7006
H -0.1025 -6.4792 0.1087
H -1.6112 -6.8646 0.9326
H -2.4923 -4.4063 1.9038
H -3.5604 -4.6480 0.4379
H -2.6112 -3.1678 0.5007
H -1.2708 -5.8967 -1.9421
H -2.5244 -4.5870 -1.8630
H -2.7892 -6.1588 -1.0926
O 4.8168 0.9034 -1.5375
H 4.8948 1.0311 -0.5345
H 4.2749 0.1175 -1.5624
O 4.9899 -0.6480 3.0093
H 4.7475 0.0605 2.3303
H 5.7721 -1.0745 2.6044
O 1.3501 6.0326 -0.2919
H 1.4441 6.1733 0.6475
H 0.9588 5.1956 -0.5428
O 5.3406 2.4908 1.8466
O 4.5234 1.6384 0.9687
C 9.6797 3.1279 -0.6554
O 8.4251 3.6015 -0.1058
C 7.6221 2.7301 0.5335
S 7.9224 1.1431 0.7396
S 6.1142 3.4845 0.9814
H 10.2717 3.9804 -0.9989
H 9.5549 2.4715 -1.4776
H 10.2690 2.6359 0.1068

Computed properties:
* charge: -2
* Kohn-Sham gap: 5.6 eV
* lowest unoccupied orbital energy: 3.86 eV
* HOMO energy: -1.75 eV
* energy above the lowest of the compared OMol25 structures with the same formula, charge and spin: 0.0 kcal per mole

Calculated total energy across the listed records, respectively: -3348.927234; -3533.698229; -4017.908524 Ha.